# 1
This record from the OMol25 dataset describes a cluster of 6 separate species, C11H30F6N2O8S2 in total in a non-equilibrium geometry. The level of theory is ωB97M-V with the def2-TZVPD basis set.

E_HOMO: -8.6134 eV
Total energy: -2543.94007 Eh
Gap between HOMO and LUMO: 6.867 eV
Max |F|: 7.45 eV/A
Total charge: 0

Each line ends with the natural charge from an NBO analysis.
Atoms and positions in Å:
N1 -0.114 0.611 0.767  -0.85
H1 -0.960 0.081 0.611  0.46
H2 0.300 1.015 -0.061  0.47
H3 0.620 0.031 1.148  0.46
H4 -0.354 1.411 1.336  0.46
C1 0.087 4.790 -2.904  0.77
F1 -0.355 5.848 -3.592  -0.31
F2 1.283 5.097 -2.323  -0.32
F3 -0.824 4.522 -1.955  -0.33
S1 0.437 3.270 -4.119  2.08
O1 -0.839 2.563 -4.241  -0.92
O2 0.927 3.861 -5.420  -0.86
N2 1.534 2.367 -3.202  -1.21
S2 2.849 2.615 -3.868  2.19
O3 2.938 1.987 -5.180  -0.94
O4 3.332 3.996 -3.798  -0.94
C2 4.082 1.560 -2.725  0.76
F4 4.152 2.178 -1.507  -0.34
F5 3.576 0.351 -2.561  -0.33
F6 5.312 1.488 -3.267  -0.31
O5 -4.498 -1.009 0.254  -0.95
H5 -5.265 -0.846 0.803  0.47
H6 -4.860 -1.233 -0.603  0.48
C3 -2.551 4.821 6.168  -0.63
C4 -2.469 3.662 5.143  0.10
C5 -3.524 3.893 4.063  -0.63
O6 -1.181 3.714 4.536  -0.74
H7 -2.601 5.748 5.596  0.22
H8 -1.635 4.868 6.758  0.20
H9 -3.335 4.730 6.919  0.22
H10 -2.602 2.688 5.616  0.16
H11 -4.524 3.953 4.494  0.22
H12 -3.677 2.994 3.466  0.20
H13 -3.375 4.776 3.442  0.22
H14 -0.533 4.066 5.151  0.47
C6 0.318 -5.505 -4.103  -0.63
C7 0.846 -4.141 -4.520  0.10
C8 0.360 -3.765 -5.953  -0.62
O7 0.250 -3.215 -3.689  -0.73
H15 -0.771 -5.494 -4.042  0.21
H16 0.636 -5.872 -3.127  0.21
H17 0.695 -6.294 -4.754  0.21
H18 1.931 -4.042 -4.483  0.16
H19 0.794 -4.493 -6.639  0.20
H20 0.640 -2.731 -6.157  0.21
H21 -0.725 -3.792 -6.046  0.21
H22 0.664 -2.358 -3.820  0.47
C9 -0.004 -3.551 4.184  -0.62
C10 1.435 -3.658 3.764  0.09
C11 1.685 -4.454 2.467  -0.63
O8 1.837 -2.375 3.537  -0.72
H23 -0.279 -4.508 4.628  0.21
H24 -0.674 -3.188 3.404  0.20
H25 -0.107 -2.844 5.007  0.20
H26 1.983 -4.122 4.585  0.16
H27 1.579 -5.517 2.687  0.22
H28 2.716 -4.442 2.112  0.23
H29 1.070 -4.163 1.616  0.21
H30 1.769 -1.945 4.392  0.46

---

# 2
This record from the OMol25 dataset describes a cluster of 2 separate species, C4H7NO in total. The level of theory is ωB97M-V with the def2-TZVPD basis set.

E_HOMO: -8.4744 eV
Total energy: -286.43052 Eh
Gap between HOMO and LUMO: 9.196 eV
Max |F|: 0.59 eV/A
Total charge: 0

Each line ends with the natural charge from an NBO analysis.
Atoms and positions in Å:
O1 2.539 -0.001 0.898  -0.93
C1 0.431 0.340 -0.818  -0.15
C2 -0.003 -1.111 -0.729  -0.49
C3 -1.209 -0.291 -0.481  0.03
N1 -1.228 0.099 0.922  -0.59
C4 -0.393 0.978 0.125  -0.09
H1 1.901 0.436 1.475  0.46
H2 2.320 0.351 0.020  0.48
H3 0.273 -1.702 0.145  0.25
H4 0.107 -1.637 -1.674  0.23
H5 -2.051 -0.102 -1.137  0.23
H6 -2.090 0.594 1.151  0.37
H7 -0.599 2.047 0.104  0.22